The following is a DFT calculation (ωB97M-V/def2-TZVPD) of a molecular structure, C7H16AlClIN2O3P at a distorted geometry.

Structure (XYZ):
```
32
Properties=species:S:1:pos:R:3:forces:R:3:mulliken_charge:R:1
N 0.77490 -0.45295 3.85439 -0.152 0.262 -0.522 -0.353
H 0.23317 -0.92996 -3.13272 0.579 0.104 -0.074 0.384
O -0.14890 0.32563 1.95927 -0.956 0.210 -0.522 -0.197
H 2.62845 1.34705 -0.59610 0.327 -0.267 0.134 0.357
H -1.17478 2.08899 -2.90871 0.082 -0.013 0.118 0.348
O -1.99915 -0.84897 -2.43459 0.474 3.385 1.537 -0.212
N -1.19843 0.70380 4.01282 0.052 0.060 -0.592 -0.140
C -1.83839 0.28122 -2.09858 -0.673 -3.589 -3.264 0.700
H 0.87551 -0.51093 4.85499 -0.082 0.016 -0.027 0.210
H -2.73065 2.22062 -2.09510 0.387 -0.364 -0.183 0.331
Al -1.21982 0.98657 0.45345 1.352 1.176 2.634 0.367
H 1.28044 0.54781 -3.03533 -0.002 -0.368 -0.256 0.376
C -1.77105 -0.97637 0.03904 -3.207 -5.552 2.246 0.466
Cl -0.01904 2.61112 -0.33443 -0.462 -0.688 0.037 -0.251
H 2.01964 -1.10252 -2.91201 -0.283 0.273 0.024 0.566
P 0.98761 -0.39313 -0.86971 2.290 -0.966 -1.511 1.013
O -2.23839 -2.03736 0.11898 2.343 4.662 -0.633 -0.151
H 0.30768 -2.64593 -0.19626 0.464 -0.226 -0.121 0.328
H 2.91971 -0.03343 0.54496 0.015 0.308 -0.356 0.386
H 1.54952 -0.74488 3.28450 0.038 -0.013 0.085 0.193
H 1.91890 -2.18646 0.44326 -0.353 -0.049 -0.221 0.391
C 2.65832 0.25649 -0.48300 -0.637 0.748 0.596 -1.097
H -1.18540 0.62405 5.02697 -0.008 0.009 -0.474 0.233
C -0.22189 0.22013 3.25575 0.551 -0.425 0.449 0.682
H -1.97345 1.17188 3.52564 0.488 -0.270 0.746 -0.107
H 1.75499 -2.65329 -1.27830 -0.291 0.227 0.207 0.414
C -2.11757 1.56377 -2.74822 -0.511 1.647 0.166 -1.226
C 1.25789 -2.14919 -0.43540 -0.713 -0.242 0.795 -1.184
H -2.64830 1.44199 -3.70703 0.158 -0.490 0.345 0.408
C 1.13603 -0.48626 -2.69112 -0.744 0.561 0.030 -1.530
H 3.36421 -0.18552 -1.20001 -0.276 0.020 0.174 0.456
I -3.18177 1.94602 1.78263 -0.252 -0.146 -1.570 -0.163
```
Positions in Å, forces in eV/Å.

For the maximum force, the calculation gives 0.13212 hartree/bohr. Its orbital gap (spin up / spin down) is 6.26 / 4.72 eV. Its net charge is +2. For the energy above the lowest of the compared OMol25 structures with the same formula, charge and spin, the calculation gives 71.2 kcal/mol.


The following is a DFT calculation (ωB97M-V/def2-TZVPD) of a molecular structure, C7H16BaO7 at a distorted geometry.

Structure (XYZ):
```
31
Properties=species:S:1:pos:R:3:forces:R:3:mulliken_charge:R:1
O 2.70122 -25.58915 22.39016 -2.645 2.811 -1.693 -0.292
O 0.36962 -25.25772 22.37332 1.241 -0.165 -0.452 -0.264
C -2.48308 -24.23968 19.78259 0.113 -0.269 -0.940 -0.609
C 2.63661 -26.67407 23.28244 -0.831 -1.827 0.454 -0.672
H -3.39457 -24.52877 19.25942 0.075 0.475 -0.212 0.285
C 1.29603 -22.42151 24.76381 1.472 0.895 -0.215 -0.638
H -3.90327 -20.81754 25.04166 0.862 0.159 0.444 0.284
H 2.26074 -27.54923 22.75243 -0.054 -0.077 -0.089 0.321
H 0.56766 -22.55702 19.95198 0.622 -0.865 -0.379 0.356
H 1.99779 -26.54894 24.15672 -0.156 0.605 -0.089 0.260
O -1.89077 -21.29727 24.66284 0.059 2.274 0.860 -0.328
H 1.10263 -21.92632 21.42176 0.330 -0.403 0.529 0.266
H 1.66605 -22.10266 25.73823 0.635 -1.017 -0.032 0.328
C 0.78291 -22.86746 20.97442 -0.738 0.006 0.144 -0.419
H -1.43333 -25.92147 19.85715 0.014 -0.007 -0.195 0.263
H -1.67843 -23.94562 19.10866 -0.452 0.423 -0.194 0.280
H -0.15930 -23.21483 21.39829 0.184 0.176 0.177 0.046
C -3.24120 -21.44321 24.44307 -2.127 -1.877 -0.658 -0.594
O -2.00858 -25.41924 20.43891 -0.057 -0.474 1.573 -0.458
H 1.13330 -23.48076 24.56480 -0.102 0.144 0.398 0.295
H -2.68279 -23.43048 20.48503 0.079 -0.179 0.202 0.262
H -3.43912 -22.49091 24.66944 -0.670 -0.091 0.168 0.199
O 0.14954 -21.61909 24.70446 -1.654 -0.618 -0.176 -0.279
O 1.79114 -23.91181 21.13256 -0.444 -1.550 1.275 -0.303
H 3.60634 -26.97643 23.67777 0.263 0.736 -0.488 0.279
O -1.18468 -23.21608 23.73518 -0.059 -0.072 1.017 -0.490
Ba -2.17266 -25.68871 23.11413 1.073 0.874 -0.438 1.853
H 1.92779 -21.97771 23.99438 0.490 -0.468 0.087 0.256
C 1.50313 -24.95925 21.96671 1.910 0.253 0.761 0.529
H -3.59084 -21.29320 23.42162 0.654 0.217 -0.321 0.282
C -0.98682 -22.15361 24.37030 -0.090 -0.089 -1.518 0.703
```
Positions in Å, forces in eV/Å.

For the maximum force, the calculation gives 0.08197 hartree/bohr. Its orbital gap is 9.97 eV. Its net charge is +2. For the energy above the lowest of the compared OMol25 structures with the same formula, charge and spin, the calculation gives 25.2 kcal/mol.


The following is a DFT calculation (ωB97M-V/def2-TZVPD) of 2 unconnected molecules or ions with the total composition C7H16BrP at a distorted geometry.

Structure (XYZ):
```
25
Properties=species:S:1:pos:R:3:forces:R:3:mulliken_charge:R:1
H -0.40219 -2.34038 -0.42282 0.674 -0.229 -0.845 0.445
C -2.97773 -1.61111 0.06234 -1.615 -0.826 -1.047 -1.392
C -1.85989 -0.38221 1.86821 -2.952 -0.063 0.908 -1.605
C -0.44157 -1.88191 0.53883 -0.343 2.725 -0.947 -1.297
H -3.85131 -0.89566 0.23803 0.947 -1.120 -0.268 0.384
C 3.13283 0.80272 -1.97207 0.903 -1.143 -2.519 -1.015
H -2.00482 -1.23429 2.56152 0.822 0.103 -0.367 0.378
C 2.43434 1.88888 -1.22127 2.578 1.234 -0.245 0.044
H 1.89861 2.57780 -1.86199 -0.683 -0.115 -0.198 0.326
H 3.32165 2.51585 -0.96309 -0.433 0.375 0.347 0.220
H -3.13821 -2.55113 0.65867 0.162 1.015 -0.012 0.337
H 0.42867 -1.19255 0.74124 -0.470 -1.286 -0.215 0.219
C -1.68540 -0.87603 0.46979 0.497 -2.857 -0.667 1.091
H 1.20490 2.06208 0.62296 -0.122 0.503 -0.242 0.382
H 4.25103 0.65841 -1.82088 -1.490 0.143 0.574 0.309
H 1.94952 0.48680 0.35964 0.317 -0.718 -0.060 0.396
H 2.61246 -0.18986 -1.96353 0.441 0.858 -0.002 0.265
H -0.52302 -2.68473 1.22769 -0.319 -0.347 1.131 0.423
H -1.04945 0.23792 2.16053 0.492 0.720 0.658 0.431
H -2.90156 0.05380 2.03165 1.487 0.468 -0.429 0.387
H -3.09734 -2.03938 -1.01578 0.701 1.220 1.605 0.288
Br -0.90111 -0.58521 -2.66751 -0.101 0.045 0.488 -0.213
P -1.30181 0.47521 -0.73121 -0.248 0.352 -0.054 0.113
C 1.78641 1.45568 -0.05185 -1.268 -0.244 2.362 -1.206
H 3.12093 1.19916 -3.00668 0.021 -0.813 0.045 0.290
```
Positions in Å, forces in eV/Å.

For the maximum force, the calculation gives 0.06007 hartree/bohr. Its orbital gap (spin up / spin down) is 7.68 / 8.26 eV. As for the expectation value of S²: 2.01. For the energy above the lowest of the compared OMol25 structures with the same formula, charge and spin, the calculation gives 0.0 kcal/mol. As for the spin multiplicity: 3.